Below is a single C17H16N2O2S molecule, with properties calculated with ωB97M-V/def2-TZVPD.

For the calculated total energy, the calculation gives -35800.4531 eV. For the HOMO energy, the calculation gives -8.1 eV. The value obtained for the HOMO-LUMO gap is 0.317 hartree. The energy above the lowest of the compared OMol25 structures with the same formula, charge and spin comes out at 9.6 kcal per mole. The structure (SMILES) is O=C(O)CCn1c(SCc2ccccc2)nc2ccccc21. Its spin multiplicity is 1.

Geometry as XYZ:
```
38
Properties=species:S:1:pos:R:3:nbo_charge:R:1
S 1.701 -0.134 -2.115 0.2418
O 2.796 3.302 1.741 -0.5793
O 3.283 1.535 3.007 -0.6962
N -0.157 -1.823 -1.119 -0.4945
N 1.244 -0.987 0.419 -0.3902
C -1.537 -3.181 0.468 -0.1947
C -1.413 3.060 -1.674 -0.2118
C 0.863 -1.046 -0.894 0.2411
C -2.613 2.503 -1.264 -0.2172
C 2.238 -0.121 0.984 -0.2042
C -0.483 2.285 -2.341 -0.2402
C -2.879 1.170 -1.527 -0.1985
C -1.664 -3.503 1.804 -0.2297
C -1.949 0.392 -2.194 -0.2308
C -0.745 0.946 -2.609 0.0402
C 0.356 -1.791 1.098 0.1639
C 2.614 2.151 2.023 0.7928
C 0.293 0.099 -3.269 -0.5352
C -0.803 -2.983 2.770 -0.2142
C 1.619 1.236 1.354 -0.5242
C 0.223 -2.119 2.436 -0.2687
C -0.514 -2.313 0.112 0.0764
H 1.229 1.733 0.465 0.2499
H -0.080 -0.893 -3.517 0.2515
H 0.793 1.071 2.052 0.2414
H -0.942 -3.262 3.804 0.2134
H 0.461 2.713 -2.648 0.2123
H 3.034 0.022 0.249 0.2226
H -2.147 -0.651 -2.385 0.2280
H 0.887 -1.719 3.188 0.2153
H -3.338 3.107 -0.739 0.2129
H 2.655 -0.596 1.875 0.2268
H -2.201 -3.584 -0.280 0.2205
H -3.812 0.730 -1.205 0.2125
H 0.730 0.580 -4.143 0.2362
H -2.450 -4.176 2.115 0.2129
H -1.199 4.099 -1.469 0.2150
H 3.907 2.149 3.426 0.5022
```